Entry 1:
{"formula": "C6H8NO4", "method": "ωB97M-V/def2-TZVPD", "symbols": ["O", "C", "C", "C", "O", "C", "N", "C", "C", "O", "O", "H", "H", "H", "H", "H", "H", "H", "H"], "coordinates": [[1.10, -1.18, 2.96], [0.37, -1.07, 1.79], [-0.50, -0.09, 1.48], [-1.45, -0.12, 0.36], [-1.37, 1.10, -0.38], [-0.70, 1.00, -1.59], [0.69, 1.22, -1.29], [1.45, 0.12, -0.67], [1.06, -1.13, -0.34], [1.52, -1.10, -1.59], [0.82, -1.87, 0.69], [1.66, -1.99, 2.91], [-0.84, 0.63, 2.28], [-1.43, -0.90, -0.43], [-2.44, 0.00, 0.72], [-1.05, 1.89, -2.12], [-0.81, -0.03, -2.11], [0.83, 1.88, -0.54], [1.06, 1.64, -2.11]], "smiles": "O/C1=C/COC[NH2+]C2=C(O2)O1", "orbital_gap_ev": 9.064, "lumo_energy_ev": -4.237, "relative_energy_ev": 4.508, "total_charge": 1, "homo_energy_ev": -13.30}

Entry 2:
{"formula": "C40H38N4O6P2PbS3", "method": "ωB97M-V/def2-TZVPD", "symbols": ["Pb", "C", "C", "N", "N", "C", "N", "S", "C", "C", "C", "C", "C", "N", "H", "H", "H", "H", "H", "H", "H", "H", "H", "H", "C", "C", "P", "C", "C", "C", "C", "C", "C", "C", "C", "C", "C", "C", "C", "P", "C", "C", "C", "C", "C", "C", "C", "C", "C", "C", "C", "C", "H", "H", "H", "H", "H", "H", "H", "H", "H", "H", "H", "H", "H", "H", "H", "H", "H", "H", "H", "H", "H", "H", "H", "H", "O", "S", "O", "O", "C", "C", "C", "C", "C", "C", "S", "O", "O", "O", "H", "H", "H", "H"], "coordinates": [[-0.14, -0.62, -0.03], [1.92, 1.36, 4.36], [1.33, 0.52, 3.26], [0.32, 0.85, 2.56], [-0.27, 2.06, 2.82], [-1.42, 2.43, 2.19], [-1.81, 3.68, 2.50], [-2.31, 1.47, 1.17], [1.94, -0.80, 2.94], [3.31, -0.98, 3.06], [3.86, -2.21, 2.73], [3.01, -3.22, 2.31], [1.65, -2.95, 2.22], [1.12, -1.77, 2.52], [1.14, 1.74, 5.02], [2.59, 0.77, 4.97], [2.48, 2.21, 3.96], [0.17, 2.70, 3.46], [-1.14, 4.36, 2.83], [-2.57, 4.04, 1.94], [3.95, -0.17, 3.38], [4.92, -2.37, 2.77], [3.39, -4.19, 2.01], [0.96, -3.71, 1.87], [-2.40, 0.77, -3.01], [-1.82, 2.07, -2.43], [-0.19, 1.90, -1.58], [1.04, 2.30, -2.88], [2.14, 1.47, -3.07], [3.07, 1.77, -4.06], [2.92, 2.90, -4.84], [1.82, 3.74, -4.65], [0.89, 3.44, -3.67], [-0.04, 3.45, -0.62], [1.07, 3.55, 0.22], [1.35, 4.72, 0.91], [0.51, 5.82, 0.77], [-0.61, 5.74, -0.05], [-0.88, 4.56, -0.74], [-2.64, -0.50, -1.70], [-3.07, -2.04, -2.57], [-2.76, -3.25, -1.95], [-3.12, -4.45, -2.55], [-3.78, -4.44, -3.77], [-4.07, -3.24, -4.40], [-3.72, -2.04, -3.80], [-4.25, -0.07, -0.95], [-5.02, 1.04, -1.30], [-6.21, 1.31, -0.64], [-6.66, 0.48, 0.37], [-5.90, -0.63, 0.74], [-4.71, -0.89, 0.08], [-1.74, 0.33, -3.76], [-3.36, 0.98, -3.48], [-1.71, 2.81, -3.23], [-2.50, 2.48, -1.68], [2.26, 0.61, -2.44], [3.92, 1.11, -4.20], [3.64, 3.13, -5.62], [1.70, 4.63, -5.25], [0.06, 4.12, -3.51], [1.74, 2.70, 0.31], [2.23, 4.79, 1.53], [0.74, 6.75, 1.28], [-1.26, 6.59, -0.18], [-1.75, 4.52, -1.39], [-2.20, -3.26, -1.03], [-2.87, -5.38, -2.07], [-4.05, -5.38, -4.25], [-4.56, -3.23, -5.36], [-3.94, -1.11, -4.30], [-4.70, 1.70, -2.09], [-6.80, 2.17, -0.93], [-7.59, 0.69, 0.89], [-6.23, -1.28, 1.53], [-4.12, -1.76, 0.38], [-0.04, -3.09, -3.40], [0.39, -1.74, -3.65], [-0.07, -1.13, -4.88], [0.15, -0.80, -2.51], [2.18, -1.77, -3.74], [2.71, -1.66, -5.02], [4.08, -1.68, -5.23], [4.94, -1.78, -4.15], [4.42, -1.89, -2.86], [3.05, -1.89, -2.65], [2.59, -1.97, -0.91], [1.33, -2.70, -0.76], [3.72, -2.61, -0.27], [2.39, -0.56, -0.49], [2.02, -1.56, -5.85], [4.48, -1.59, -6.23], [6.01, -1.79, -4.30], [5.08, -1.99, -2.01]], "orbital_gap_ev": 8.147, "lumo_energy_ev": -0.105, "relative_energy_ev": 0.563, "homo_energy_ev": -8.25}

Entry 3:
{"formula": "C54H56Ge2N3P2PdSe2Te", "method": "ωB97M-V/def2-TZVPD", "symbols": ["Pd", "Se", "P", "C", "C", "C", "C", "C", "C", "C", "C", "C", "C", "C", "C", "C", "C", "N", "N", "N", "P", "Se", "C", "C", "C", "C", "C", "C", "C", "C", "C", "C", "C", "C", "H", "H", "H", "H", "H", "H", "H", "H", "H", "H", "H", "H", "H", "H", "H", "H", "H", "H", "H", "H", "C", "C", "Ge", "C", "C", "C", "C", "Ge", "C", "C", "C", "C", "C", "C", "C", "C", "C", "C", "H", "H", "H", "H", "H", "H", "H", "H", "H", "H", "H", "H", "H", "H", "H", "H", "H", "H", "H", "H", "H", "H", "H", "H", "H", "H", "Te", "C", "C", "C", "C", "C", "C", "C", "C", "C", "C", "C", "C", "H", "H", "H", "H", "H", "H", "H", "H", "H", "H"], "coordinates": [[0.01, 0.39, -0.02], [-3.20, 5.35, 3.52], [-2.67, 3.53, 4.42], [-1.65, 3.73, 5.90], [-2.16, 3.52, 7.17], [-1.37, 3.75, 8.29], [-0.06, 4.19, 8.13], [0.45, 4.42, 6.86], [-0.34, 4.19, 5.75], [-4.07, 2.47, 4.87], [-5.37, 2.90, 4.65], [-6.43, 2.06, 4.97], [-6.19, 0.81, 5.50], [-4.89, 0.37, 5.72], [-3.82, 1.20, 5.40], [-1.67, 2.44, 3.38], [-1.64, 2.20, 2.01], [-0.77, 1.19, 1.83], [-0.26, 0.85, 3.01], [-0.81, 1.58, 3.95], [-2.52, 2.75, 0.56], [-1.91, 1.53, -1.16], [-4.27, 2.58, 0.90], [-4.77, 1.29, 1.05], [-6.10, 1.10, 1.39], [-6.93, 2.20, 1.56], [-6.44, 3.48, 1.40], [-5.10, 3.69, 1.08], [-2.08, 4.44, 0.15], [-1.02, 5.07, 0.77], [-0.63, 6.33, 0.34], [-1.31, 6.95, -0.70], [-2.37, 6.32, -1.32], [-2.76, 5.05, -0.90], [-3.18, 3.18, 7.30], [-1.77, 3.59, 9.28], [0.56, 4.37, 9.00], [1.47, 4.77, 6.74], [0.05, 4.38, 4.75], [-5.54, 3.89, 4.24], [-7.45, 2.40, 4.80], [-7.02, 0.16, 5.75], [-4.71, -0.61, 6.14], [-2.80, 0.87, 5.57], [-4.12, 0.44, 0.89], [-6.49, 0.10, 1.51], [-7.97, 2.05, 1.82], [-7.09, 4.34, 1.54], [-4.71, 4.69, 0.99], [-0.51, 4.60, 1.61], [0.19, 6.84, 0.84], [-1.01, 7.94, -1.02], [-2.90, 6.80, -2.13], [-3.58, 4.54, -1.40], [-1.80, -0.84, -3.77], [-0.47, -0.08, -3.74], [0.69, -0.56, -2.23], [2.58, -0.38, -2.77], [3.52, -1.17, -1.87], [0.51, -2.47, -1.94], [0.47, -3.10, -0.77], [0.26, -1.99, 0.85], [-1.67, -1.76, 1.26], [-2.42, -3.10, 1.25], [1.50, -2.14, 2.35], [1.33, -3.32, 3.31], [0.54, -4.57, -0.59], [0.20, -5.15, 0.64], [0.25, -6.52, 0.84], [0.64, -7.35, -0.19], [0.99, -6.80, -1.42], [0.94, -5.43, -1.61], [-2.40, -0.54, -4.63], [-2.40, -0.66, -2.87], [-1.64, -1.92, -3.83], [-0.62, 1.00, -3.77], [0.12, -0.33, -4.63], [2.88, 0.66, -2.85], [2.60, -0.79, -3.79], [3.41, -0.84, -0.83], [4.57, -1.02, -2.16], [3.31, -2.24, -1.89], [0.55, -3.07, -2.85], [-2.09, -1.11, 0.49], [-1.76, -1.25, 2.21], [-2.30, -3.63, 0.30], [-3.49, -2.92, 1.40], [-2.09, -3.77, 2.04], [1.38, -1.20, 2.88], [2.50, -2.14, 1.92], [0.31, -3.37, 3.71], [2.01, -3.19, 4.15], [1.56, -4.27, 2.83], [-0.13, -4.52, 1.45], [-0.02, -6.93, 1.81], [0.69, -8.42, -0.04], [1.30, -7.44, -2.23], [1.23, -5.03, -2.58], [2.15, 1.52, 0.81], [3.44, 0.48, 2.12], [3.22, 0.76, 3.47], [3.98, 0.10, 4.43], [4.95, -0.82, 4.05], [5.16, -1.08, 2.70], [4.41, -0.44, 1.73], [3.36, 2.11, -0.80], [2.67, 2.90, -1.73], [3.34, 3.39, -2.84], [4.69, 3.09, -3.03], [5.37, 2.33, -2.09], [4.70, 1.84, -0.97], [2.46, 1.46, 3.78], [3.80, 0.31, 5.48], [5.54, -1.33, 4.80], [5.92, -1.80, 2.40], [4.56, -0.69, 0.69], [1.62, 3.13, -1.59], [2.81, 3.99, -3.56], [5.20, 3.47, -3.90], [6.42, 2.12, -2.22], [5.25, 1.26, -0.24]], "orbital_gap_ev": 5.594, "lumo_energy_ev": -4.264, "total_charge": 1, "homo_energy_ev": -9.86}

Entry 4:
{"formula": "C10H22N2O20S4", "method": "ωB97M-V/def2-TZVPD", "symbols": ["C", "N", "O", "O", "H", "H", "H", "C", "N", "O", "O", "H", "H", "H", "O", "S", "O", "O", "C", "C", "O", "H", "H", "H", "H", "O", "S", "O", "O", "C", "C", "O", "H", "H", "H", "H", "O", "S", "O", "O", "C", "C", "O", "H", "H", "H", "H", "O", "S", "O", "O", "C", "C", "O", "H", "H", "H", "H"], "coordinates": [[1.81, 1.90, 3.31], [3.14, 1.98, 3.99], [3.66, 0.94, 4.34], [3.59, 3.10, 4.17], [1.98, 1.74, 2.25], [1.30, 2.84, 3.51], [1.24, 1.07, 3.72], [4.38, 3.33, 0.59], [2.96, 3.35, 0.14], [2.70, 2.77, -0.90], [2.17, 3.98, 0.79], [4.45, 3.77, 1.58], [4.94, 3.93, -0.12], [4.73, 2.31, 0.62], [-0.42, -0.40, -4.02], [-0.45, 0.75, -4.85], [-1.65, 1.14, -5.48], [0.20, 2.01, -4.16], [1.63, 2.00, -4.26], [1.96, 0.93, -5.32], [0.70, 0.61, -5.94], [1.93, 3.01, -4.52], [2.06, 1.77, -3.28], [2.39, 0.04, -4.87], [2.57, 1.31, -6.13], [-0.14, -2.21, 3.46], [-0.88, -1.27, 4.17], [-1.69, -0.33, 3.47], [-1.81, -2.02, 5.23], [-1.91, -1.25, 6.41], [-0.50, -0.68, 6.60], [-0.01, -0.49, 5.26], [-2.69, -0.49, 6.37], [-2.11, -1.92, 7.25], [0.14, -1.37, 7.15], [-0.54, 0.30, 7.05], [-2.84, -0.44, -1.25], [-2.48, 0.93, -1.14], [-3.35, 1.92, -1.64], [-2.07, 1.27, 0.34], [-0.75, 0.70, 0.58], [-0.03, 0.86, -0.74], [-1.03, 1.15, -1.74], [-0.44, 1.26, 1.46], [-0.83, -0.34, 0.87], [0.45, -0.06, -1.08], [0.71, 1.65, -0.84], [-4.22, -5.82, -1.48], [-3.02, -5.53, -2.13], [-1.93, -6.44, -2.09], [-3.29, -5.17, -3.66], [-2.92, -3.82, -3.95], [-1.98, -3.41, -2.85], [-2.51, -4.10, -1.69], [-2.52, -3.76, -4.96], [-3.82, -3.19, -3.97], [-2.00, -2.35, -2.61], [-0.95, -3.73, -3.00]], "smiles": "C[N+](=O)[O-].C[N+](=O)[O-].O=S1(=O)OCCO1.O=S1(=O)OCCO1.O=S1(=O)OCCO1.O=S1(=O)OCCO1", "orbital_gap_ev": 9.916, "lumo_energy_ev": -0.696, "relative_energy_ev": 0.183, "homo_energy_ev": -10.61}

Entry 5:
{"formula": "C17H29NO3", "method": "ωB97M-V/def2-TZVPD", "symbols": ["C", "C", "C", "C", "C", "C", "C", "O", "C", "C", "C", "O", "C", "C", "O", "C", "C", "C", "C", "C", "N", "H", "H", "H", "H", "H", "H", "H", "H", "H", "H", "H", "H", "H", "H", "H", "H", "H", "H", "H", "H", "H", "H", "H", "H", "H", "H", "H", "H", "H"], "coordinates": [[0.11, 2.65, 2.73], [-0.39, 1.49, 1.87], [-1.12, 0.42, 2.34], [-1.50, 0.19, 3.73], [-2.26, -0.96, 3.99], [-2.72, -1.38, 5.39], [-2.74, -2.90, 5.47], [-2.94, -3.39, 6.80], [-0.19, 1.58, 0.37], [1.28, 1.75, -0.07], [2.17, 0.54, 0.35], [3.39, 1.00, 0.95], [2.38, -0.19, -0.98], [3.68, -1.02, -1.04], [1.27, -1.07, -1.20], [2.39, 0.92, -2.03], [2.16, 0.57, -3.49], [1.32, 1.62, -4.20], [1.68, 3.01, -3.65], [1.23, 3.14, -2.19], [1.34, 1.84, -1.53], [-0.11, 3.62, 2.29], [-0.25, 2.64, 3.75], [1.21, 2.55, 2.82], [-1.42, -0.36, 1.61], [-1.23, 0.84, 4.56], [-2.47, -1.61, 3.11], [-3.70, -0.99, 5.70], [-1.97, -1.03, 6.13], [-3.61, -3.20, 4.89], [-1.85, -3.28, 5.02], [-3.16, -4.35, 6.73], [-0.55, 0.69, -0.13], [-0.76, 2.42, -0.01], [1.71, 2.68, 0.37], [1.65, -0.08, 1.08], [3.93, 1.44, 0.29], [3.60, -1.88, -0.41], [3.88, -1.35, -2.09], [4.57, -0.49, -0.71], [0.49, -0.56, -1.42], [3.36, 1.46, -1.94], [1.63, -0.38, -3.56], [3.14, 0.47, -4.01], [0.27, 1.46, -4.07], [1.55, 1.60, -5.25], [2.76, 3.20, -3.73], [1.21, 3.79, -4.26], [0.18, 3.47, -2.26], [1.86, 3.89, -1.65]], "smiles": "C/C(=C\\C=C\\CCO)C[C@H]1[C@H](O)[C@@](C)(O)[C@H]2CCCCN12", "orbital_gap_ev": 8.585, "lumo_energy_ev": 0.765, "relative_energy_ev": 3.495, "homo_energy_ev": -7.82}

Entry 6:
{"formula": "C33H32CrN4O2S2Se2", "method": "ωB97M-V/def2-TZVPD", "symbols": ["Cr", "O", "S", "C", "C", "C", "C", "S", "O", "C", "C", "C", "C", "C", "C", "C", "C", "C", "C", "C", "C", "H", "H", "H", "H", "H", "H", "H", "H", "H", "H", "H", "H", "H", "H", "H", "H", "H", "H", "Se", "Se", "C", "C", "C", "C", "C", "N", "C", "C", "C", "C", "C", "N", "H", "H", "H", "H", "H", "H", "H", "H", "N", "C", "N", "C", "C", "C", "C", "C", "C", "H", "H", "H", "H", "H", "H"], "coordinates": [[0.50, 0.19, 0.14], [-0.34, -0.68, 1.83], [-0.23, -0.60, 3.35], [0.66, -2.11, 3.93], [0.41, -3.30, 3.03], [1.27, -3.24, 1.77], [0.65, -3.98, 0.61], [0.98, -3.14, -0.99], [0.93, -1.65, -0.68], [2.73, -3.51, -1.10], [3.65, -2.51, -0.89], [5.00, -2.82, -0.97], [5.40, -4.11, -1.29], [4.46, -5.09, -1.53], [3.10, -4.80, -1.45], [-1.86, -1.02, 3.95], [-2.20, -0.60, 5.22], [-3.46, -0.91, 5.72], [-4.36, -1.62, 4.94], [-4.00, -2.03, 3.66], [-2.75, -1.72, 3.15], [0.30, -2.26, 4.95], [1.72, -1.84, 3.96], [-0.65, -3.34, 2.77], [0.63, -4.22, 3.59], [2.28, -3.62, 1.98], [1.38, -2.20, 1.48], [-0.44, -4.01, 0.68], [1.02, -5.00, 0.49], [3.32, -1.50, -0.67], [5.75, -2.05, -0.80], [6.46, -4.35, -1.35], [4.77, -6.10, -1.79], [2.36, -5.55, -1.66], [-1.49, -0.03, 5.82], [-3.74, -0.58, 6.71], [-5.34, -1.87, 5.33], [-4.71, -2.59, 3.05], [-2.46, -2.01, 2.15], [0.00, -0.02, -3.57], [0.88, -1.80, -4.55], [-1.28, -0.66, -2.23], [-2.06, -1.74, -2.59], [-3.10, -2.09, -1.75], [-3.34, -1.32, -0.62], [-2.50, -0.25, -0.35], [-1.46, 0.07, -1.13], [1.53, 0.80, -2.61], [2.47, 1.23, -3.53], [3.57, 1.94, -3.10], [3.69, 2.19, -1.74], [2.72, 1.72, -0.89], [1.64, 1.02, -1.29], [-1.86, -2.27, -3.51], [-3.73, -2.94, -1.99], [-4.17, -1.54, 0.03], [-2.67, 0.39, 0.51], [2.32, 0.99, -4.58], [4.31, 2.29, -3.80], [4.53, 2.75, -1.35], [2.79, 1.92, 0.17], [0.69, 3.50, 2.69], [1.01, 2.27, 2.25], [0.37, 1.95, 1.13], [-0.42, 3.06, 0.82], [-1.29, 3.29, -0.24], [-1.95, 4.50, -0.27], [-1.76, 5.47, 0.72], [-0.89, 5.26, 1.78], [-0.23, 4.04, 1.80], [1.06, 3.95, 3.50], [1.71, 1.63, 2.75], [-1.44, 2.54, -1.01], [-2.63, 4.71, -1.08], [-2.29, 6.40, 0.65], [-0.73, 6.01, 2.54]], "orbital_gap_ev": [7.547, 7.398], "spin_multiplicity": 5, "lumo_energy_ev": [-5.080, -5.229], "relative_energy_ev": 0.953, "total_charge": 2, "homo_energy_ev": [-12.63, -12.63]}

Entry 7:
{"formula": "C18H35NO4", "method": "ωB97M-V/def2-TZVPD", "symbols": ["C", "C", "C", "O", "C", "H", "H", "H", "H", "H", "H", "H", "H", "C", "C", "C", "O", "C", "H", "H", "H", "H", "H", "H", "H", "H", "C", "C", "C", "O", "C", "H", "H", "H", "H", "H", "H", "H", "H", "C", "C", "C", "O", "C", "H", "H", "H", "H", "H", "H", "H", "H", "C", "C", "N", "H", "H", "H"], "coordinates": [[17.13, 11.25, 10.27], [16.22, 12.46, 10.30], [16.81, 13.27, 9.12], [17.27, 12.29, 8.17], [17.35, 11.02, 8.79], [16.73, 10.37, 10.77], [18.10, 11.44, 10.74], [16.20, 12.96, 11.26], [15.18, 12.29, 10.02], [17.76, 13.71, 9.47], [16.24, 14.09, 8.70], [18.28, 10.48, 8.59], [16.50, 10.42, 8.42], [12.52, 13.90, 6.91], [12.73, 12.39, 6.85], [13.55, 12.20, 8.12], [12.92, 13.03, 9.09], [12.26, 14.09, 8.40], [11.73, 14.27, 6.26], [13.42, 14.42, 6.57], [13.32, 12.09, 5.98], [11.83, 11.79, 6.91], [14.60, 12.46, 7.94], [13.63, 11.20, 8.56], [12.57, 15.08, 8.74], [11.18, 14.05, 8.57], [7.02, 12.78, 10.12], [8.47, 13.11, 9.75], [8.66, 12.27, 8.47], [7.40, 12.34, 7.84], [6.34, 12.58, 8.77], [6.61, 13.59, 10.72], [6.96, 11.91, 10.77], [9.13, 12.78, 10.56], [8.62, 14.14, 9.43], [9.05, 11.26, 8.60], [9.42, 12.81, 7.89], [5.68, 11.71, 8.83], [5.81, 13.45, 8.38], [15.08, 17.05, 8.40], [14.25, 17.68, 9.51], [14.99, 19.02, 9.76], [16.15, 19.01, 8.94], [15.79, 18.23, 7.79], [14.39, 16.55, 7.72], [15.82, 16.35, 8.78], [14.22, 17.00, 10.36], [13.25, 17.93, 9.16], [15.22, 19.14, 10.82], [14.34, 19.88, 9.57], [16.64, 18.06, 7.13], [15.17, 18.84, 7.11], [15.58, 12.47, 3.94], [14.43, 13.32, 3.66], [13.54, 14.01, 3.46], [15.93, 11.98, 3.03], [15.32, 11.70, 4.67], [16.35, 13.09, 4.41]], "smiles": "C1CCOC1.C1CCOC1.C1CCOC1.C1CCOC1.CC#N", "orbital_gap_ev": 10.133, "lumo_energy_ev": 0.606, "relative_energy_ev": 2.059, "homo_energy_ev": -9.53}